A cluster of 6 separate species, C3H19NO5S2 in total in a non-equilibrium geometry, computed with ωB97M-V with the def2-TZVPD basis set.

## Properties
LUMO (spin up / spin down), eV: 2.72 / 2.65
DFT total energy, Ha: -1352.923489
Charge: -1
Molecular weight, g/mol: 213.32
<S²>: 0.751
Spin multiplicity: 2

Each line ends with the natural charge from an NBO analysis.
CARTESIAN COORDINATES (ANGSTROEM)
S 2.784 0.229 2.209  -0.297
S 1.249 0.935 3.357  0.011
C -0.347 0.351 2.650  -0.534
C -0.616 0.555 1.136  -0.450
C -0.993 2.114 1.025  -0.224
N -1.056 2.543 -0.326  -0.891
H 3.355 1.088 1.379  0.086
H -0.557 -0.665 3.040  0.194
H -1.105 0.957 3.081  0.203
H 0.253 0.204 0.596  0.249
H -1.418 -0.014 0.764  0.192
H -1.875 2.273 1.550  0.161
H -0.199 2.640 1.682  0.192
H -1.973 2.654 -0.724  0.360
H -0.402 3.278 -0.546  0.377
H -0.937 2.276 -2.984  0.452
H 0.419 1.917 -3.073  0.454
O -0.237 2.407 -3.519  -0.966
H -1.208 -3.249 2.184  0.496
H -1.123 -4.061 0.664  0.498
O -1.665 -3.583 1.303  -0.994
H -0.345 -2.534 -2.147  0.428
H 0.902 -1.838 -2.725  0.480
O 0.480 -2.716 -2.714  -0.984
H 2.652 -1.306 -2.421  0.434
H 2.296 0.095 -2.832  0.380
O 2.031 -0.571 -2.237  -1.253
H -0.611 -2.297 0.489  0.469
H 0.012 -1.649 -0.895  0.456
O 0.231 -2.033 0.036  -0.977